{
  "formula": "Cl3H",
  "method": "ωB97M-V/def2-TZVPD",
  "symbols": ["H", "Cl", "Cl", "Cl"],
  "xyz": [[1.2181, -1.1370, 0.0542], [1.1956, 0.1412, -0.0218], [-1.5946, -0.4217, -0.0189], [-0.8190, 1.4175, -0.0135]],
  "fmax_ev_per_a": 4.933,
  "e_tot_ev": -37581.045,
  "homo_ev": -9.860,
  "e_above_lowest_kj_mol": 160.7,
  "gap_ev": 8.8,
  "total_charge": 0,
  "lumo_energy_ha": -0.0388
}



{
  "formula": "C40H50Cl10N6",
  "method": "ωB97M-V/def2-TZVPD",
  "symbols": ["C", "C", "C", "N", "C", "C", "H", "H", "H", "H", "H", "C", "C", "C", "N", "C", "C", "H", "H", "H", "H", "H", "C", "C", "C", "N", "C", "C", "H", "H", "H", "H", "H", "C", "C", "C", "N", "C", "C", "H", "H", "H", "H", "H", "C", "C", "C", "N", "C", "C", "H", "H", "H", "H", "H", "C", "C", "C", "N", "C", "C", "H", "H", "H", "H", "H", "Cl", "C", "C", "Cl", "H", "H", "H", "H", "Cl", "C", "C", "Cl", "H", "H", "H", "H", "Cl", "C", "C", "Cl", "H", "H", "H", "H", "Cl", "C", "C", "Cl", "H", "H", "H", "H", "Cl", "C", "C", "Cl", "H", "H", "H", "H"],
  "xyz": [[9.6769, -16.9652, 3.3402], [10.8775, -16.7185, 2.7029], [11.1253, -15.4870, 2.0792], [10.2330, -14.5194, 2.1034], [9.0455, -14.7783, 2.7721], [8.7643, -15.9694, 3.4596], [9.5805, -17.8829, 3.9014], [11.6318, -17.4857, 2.6090], [11.9957, -15.3084, 1.4652], [8.3328, -13.9770, 2.9003], [7.8279, -16.0536, 3.9910], [13.5609, -16.1598, 6.5918], [12.9607, -16.7456, 5.4599], [13.0252, -18.1400, 5.3165], [13.7917, -18.8853, 6.1738], [14.3788, -18.3017, 7.2106], [14.1785, -16.9717, 7.4999], [13.4841, -15.0885, 6.7057], [12.3502, -16.1028, 4.8430], [12.5213, -18.6535, 4.5110], [14.8653, -19.0130, 7.8615], [14.5839, -16.5204, 8.3933], [11.1910, -25.3356, 1.7541], [10.6402, -24.8055, 0.6048], [11.3381, -23.8234, -0.0044], [12.4747, -23.2489, 0.4641], [12.8817, -23.7269, 1.6840], [12.3521, -24.7711, 2.3357], [10.7367, -26.1457, 2.3052], [9.7669, -25.2922, 0.1962], [11.0804, -23.6574, -1.0399], [13.8336, -23.3681, 2.0465], [12.7195, -25.1815, 3.2647], [16.9038, -17.5263, 1.1654], [15.8738, -17.6620, 2.1120], [14.8239, -16.7349, 2.0065], [14.7410, -15.8542, 0.9885], [15.7299, -15.8055, 0.0346], [16.8100, -16.6777, 0.0435], [17.6852, -18.2668, 1.2525], [16.0303, -18.3475, 2.9318], [14.0197, -16.7896, 2.7253], [15.6548, -15.0254, -0.7085], [17.5666, -16.6806, -0.7271], [18.2855, -23.8788, 1.5818], [17.3933, -22.9604, 2.1644], [16.4433, -22.2538, 1.3964], [16.2872, -22.4821, 0.0601], [17.1273, -23.4414, -0.4667], [18.1138, -24.1102, 0.2212], [19.0813, -24.3220, 2.1620], [17.5641, -22.6548, 3.1861], [15.7798, -21.6191, 1.9650], [16.8371, -23.6942, -1.4758], [18.6494, -24.9046, -0.2772], [17.1960, -17.0151, -3.9222], [17.6123, -18.1489, -3.2183], [16.6942, -19.0411, -2.6695], [15.3936, -18.7279, -2.6575], [14.9996, -17.5124, -3.2253], [15.8494, -16.6774, -3.9470], [17.9093, -16.3734, -4.4180], [18.6425, -18.4720, -3.1913], [16.8871, -20.0103, -2.2337], [13.9738, -17.2519, -3.0098], [15.5760, -15.7195, -4.3644], [7.9783, -20.0287, 3.0233], [9.5111, -20.8761, 2.5845], [10.1572, -21.4660, 3.8342], [10.2611, -20.3142, 5.2387], [10.1627, -20.1173, 2.1512], [9.3020, -21.6128, 1.8089], [11.1495, -21.8762, 3.6468], [9.5244, -22.2977, 4.1440], [11.8656, -15.9256, -1.6526], [12.8587, -14.4365, -1.6185], [11.9338, -13.2407, -1.7311], [11.1854, -13.2977, -3.3561], [13.5629, -14.5276, -2.4455], [13.4234, -14.4480, -0.6862], [12.4195, -12.2679, -1.6541], [11.2002, -13.2456, -0.9250], [10.1117, -23.6589, -3.5221], [11.0052, -22.1692, -3.9300], [12.0828, -21.8339, -2.9187], [13.4898, -22.8368, -3.1754], [10.3360, -21.3238, -3.7704], [11.3095, -22.4095, -4.9487], [11.8076, -21.8410, -1.8640], [12.3954, -20.8086, -3.1165], [13.1356, -19.8626, 2.1464], [13.6556, -19.9913, 0.4136], [12.8821, -18.9166, -0.4199], [11.1158, -19.3863, -0.4572], [13.6639, -21.0399, 0.1162], [14.6696, -19.5915, 0.4063], [13.2042, -19.0148, -1.4566], [13.1228, -17.8880, -0.1514], [6.3494, -18.0706, -0.2255], [8.0730, -17.6818, -0.5795], [8.2790, -16.1423, -0.6675], [7.7139, -15.4407, -2.2154], [8.4097, -18.0553, -1.5466], [8.6406, -18.0312, 0.2829], [9.3354, -15.8774, -0.6235], [7.7276, -15.5617, 0.0720]],
  "fmax_ev_per_a": 3.068,
  "smiles": "c1ccncc1.c1ccncc1.c1ccncc1.c1ccncc1.c1ccncc1.c1ccncc1.ClCCCl.ClCCCl.ClCCCl.ClCCCl.ClCCCl",
  "e_tot_ev": -176454.835,
  "homo_ev": -9.439,
  "e_above_lowest_kj_mol": 40.1,
  "gap_ev": 9.9,
  "total_charge": 0,
  "lumo_energy_ha": 0.0163
}



{
  "formula": "CH5BN2O3",
  "method": "ωB97M-V/def2-TZVPD",
  "symbols": ["N", "C", "O", "N", "B", "O", "O", "H", "H", "H", "H", "H"],
  "xyz": [[2.2594, 0.3243, 0.1421], [1.1343, -0.4936, 0.0518], [1.1949, -1.7214, 0.1928], [0.0152, 0.2170, -0.1676], [-1.4753, -0.0901, -0.0256], [-1.8513, -1.3414, -0.1638], [-2.2685, 0.9091, 0.2794], [2.2146, 1.0663, -0.4927], [3.2259, -0.1812, -0.0043], [0.0396, 1.1784, -0.4114], [-2.7564, -1.5199, 0.2795], [-1.7325, 1.6525, 0.3199]],
  "fmax_ev_per_a": 4.253,
  "smiles": "NC(=O)NB(O)O",
  "e_tot_ev": -10920.863,
  "homo_ev": -9.756,
  "e_above_lowest_kj_mol": 40.7,
  "gap_ev": 9.9,
  "total_charge": 0,
  "lumo_energy_ha": 0.0060
}



{
  "formula": "C4H7NO2",
  "method": "ωB97M-V/def2-TZVPD",
  "symbols": ["O", "C", "C", "O", "C", "N", "C", "H", "H", "H", "H", "H", "H", "H"],
  "xyz": [[0.4535, 1.5132, -0.9079], [0.1921, 0.1261, -0.9101], [1.2160, -0.6361, -0.0834], [1.1614, -0.2620, 1.3005], [0.0228, 0.0053, 1.9251], [-1.0942, -0.0070, 1.1543], [-1.1804, -0.1818, -0.3202], [0.6833, 1.7667, -0.0030], [0.2590, -0.1971, -1.9552], [1.0497, -1.7156, -0.1301], [2.2350, -0.3985, -0.3893], [-1.5887, 0.7208, 1.6492], [-1.4709, -1.2121, -0.5764], [-1.9386, 0.4781, -0.7533]],
  "fmax_ev_per_a": 1.502,
  "e_tot_ev": -9844.286,
  "homo_ev": -8.616,
  "e_above_lowest_kj_mol": 288.9,
  "gap_ev": 9.4,
  "total_charge": 0,
  "lumo_energy_ha": 0.0273
}



{
  "formula": "C5H6O2",
  "method": "ωB97M-V/def2-TZVPD",
  "symbols": ["C", "C", "C", "O", "H", "H", "C", "C", "O", "H", "H", "H", "H"],
  "xyz": [[2.1145, -1.2195, 0.4204], [1.9505, -0.4807, -0.6650], [1.1902, 0.1502, -1.5006], [0.6491, 0.7701, -2.3413], [1.2615, -1.5220, 1.0334], [3.1021, -1.5483, 0.7423], [-1.9059, 0.8324, -0.0577], [-0.8987, 0.1655, 0.8328], [-0.9147, -1.0095, 1.1253], [-2.4390, 1.6037, 0.5109], [-2.6134, 0.0958, -0.4427], [-1.3953, 1.3329, -0.8889], [-0.1011, 0.8294, 1.2311]],
  "fmax_ev_per_a": 0.944,
  "smiles": "C=C=C=O.CC=O",
  "e_tot_ev": -9374.264,
  "homo_ev": -9.047,
  "e_above_lowest_kj_mol": 273.2,
  "gap_ev": 8.4,
  "total_charge": 0,
  "lumo_energy_ha": -0.0249
}



{
  "formula": "C12H17F5N4OZn",
  "method": "ωB97M-V/def2-TZVPD",
  "symbols": ["Zn", "F", "C", "F", "C", "F", "F", "F", "C", "C", "C", "C", "N", "N", "C", "H", "H", "H", "H", "H", "H", "H", "H", "C", "C", "C", "C", "C", "N", "H", "H", "H", "H", "H", "H", "H", "H", "H", "O", "N"],
  "xyz": [[7.1027, 8.4127, 8.6829], [5.5249, 7.2177, 6.7277], [6.3125, 6.7779, 7.7742], [5.5624, 6.0269, 8.6134], [7.3159, 5.8107, 7.1313], [8.2848, 6.4985, 6.5081], [7.9212, 5.0598, 8.1150], [6.7321, 5.0161, 6.2487], [6.4035, 10.4458, 13.6018], [6.8034, 9.3512, 12.6817], [7.1349, 8.0041, 12.8890], [7.5102, 7.5180, 11.6068], [7.4190, 8.4795, 10.6616], [7.0247, 9.5784, 11.3235], [8.0114, 6.1686, 11.2263], [7.0507, 11.3068, 13.4618], [6.4788, 10.1146, 14.6259], [5.3777, 10.7526, 13.3648], [7.0343, 7.4729, 13.8452], [6.9028, 10.4654, 10.8564], [8.9991, 6.0436, 11.6960], [8.0704, 6.0976, 10.1397], [7.4140, 5.3875, 11.7072], [6.5764, 11.8570, 5.1992], [6.2461, 12.2751, 6.6133], [4.9841, 13.0534, 6.8599], [7.5278, 12.9477, 7.1836], [6.0981, 11.0100, 7.4459], [6.4175, 10.0719, 8.0917], [6.6057, 12.7072, 4.4912], [5.7716, 11.1725, 4.8067], [7.5086, 11.2668, 5.1678], [5.1162, 14.1046, 6.5878], [4.6568, 12.9883, 7.8915], [4.1590, 12.6826, 6.1890], [7.8519, 13.8107, 6.6199], [8.3299, 12.2226, 7.1624], [7.3366, 13.3072, 8.2343], [9.7061, 8.9007, 7.6029], [9.2516, 8.2243, 8.5264]],
  "fmax_ev_per_a": 9.022,
  "e_tot_ev": -82712.268,
  "homo_ev": [-16.338, -16.431],
  "e_above_lowest_kj_mol": 150.9,
  "gap_ev": [4.3, 7.4],
  "total_charge": 2,
  "lumo_energy_ha": [-0.4426, -0.3326]
}